A) {"formula": "C3H8N2O2", "method": "ωB97M-V/def2-TZVPD", "symbols": ["C", "C", "N", "C", "N", "H", "H", "H", "H", "O", "H", "H", "O", "H", "H"], "xyz": [[-1.032, 1.633, -2.478], [-0.341, 1.932, -1.333], [0.104, 0.733, -0.775], [-0.152, -0.185, -1.766], [-1.055, 0.269, -2.709], [-1.486, 2.431, -3.001], [0.227, 2.817, -0.937], [0.433, 0.525, 0.155], [0.187, -1.201, -1.693], [0.914, -0.492, 1.964], [1.748, -0.785, 2.006], [0.304, -0.929, 2.545], [0.670, -2.503, 4.292], [0.119, -3.235, 4.658], [1.603, -2.960, 4.069]], "nbo_charge": [-0.10, -0.13, -0.55, 0.16, -0.46, 0.20, 0.21, 0.45, 0.19, -0.96, 0.47, 0.50, -0.96, 0.48, 0.48], "smiles": "c1c[nH]cn1.O.O"}

---

B) {"formula": "C3H8N2O2", "method": "ωB97M-V/def2-TZVPD", "symbols": ["C", "C", "C", "O", "H", "H", "H", "H", "H", "H", "N", "N", "O", "H", "H"], "xyz": [[0.654, 0.798, 1.045], [1.348, -0.441, -1.043], [0.294, -0.279, 0.045], [-0.021, -1.517, 0.710], [1.061, -1.237, -1.727], [1.489, 0.488, -1.598], [0.809, 1.764, 0.560], [-0.102, 0.901, 1.821], [1.586, 0.498, 1.527], [2.290, -0.718, -0.569], [-2.054, 0.589, 0.045], [-1.067, -0.149, -0.604], [-1.249, -1.390, -0.827], [-2.103, 0.306, 1.026], [-2.935, 0.386, -0.413]], "nbo_charge": [-0.65, -0.64, 0.34, -0.34, 0.24, 0.22, 0.23, 0.22, 0.23, 0.22, -0.67, 0.14, -0.28, 0.36, 0.38]}

---

C) {"formula": "C3H8N2O2", "method": "ωB97M-V/def2-TZVPD", "symbols": ["H", "N", "C", "C", "H", "H", "H", "H", "N", "C", "O", "O", "H", "H", "H"], "xyz": [[1.465, 0.834, 0.671], [1.364, -0.076, 1.447], [0.404, -0.711, 1.048], [-0.272, -1.980, 1.411], [-0.085, -0.182, -0.008], [-0.261, -2.667, 0.565], [0.240, -2.438, 2.256], [-1.311, -1.787, 1.680], [-1.193, 1.640, -0.938], [0.067, 1.052, -0.975], [1.050, 1.614, -0.401], [0.275, 0.416, -2.187], [-1.201, 2.571, -0.554], [-1.760, 1.498, -1.759], [1.217, 0.216, -2.255]], "nbo_charge": [0.41, -0.56, 0.21, -0.68, 0.05, 0.23, 0.24, 0.23, -0.85, 0.80, -0.68, -0.70, 0.40, 0.40, 0.50], "smiles": "[H]/N=C/C.NC(=O)O"}

---

A) takes first place; second place is 0.362 eV up.

---

A) {"formula": "C3H10N2S", "method": "ωB97M-V/def2-TZVPD", "symbols": ["C", "C", "C", "N", "N", "S", "H", "H", "H", "H", "H", "H", "H", "H", "H", "H"], "xyz": [[-2.034, -1.035, 0.284], [0.026, 2.031, -0.245], [2.137, -1.104, 0.425], [-1.094, -0.608, -0.765], [-0.050, 0.072, -0.349], [1.452, -0.315, -1.006], [-2.466, -1.970, -0.027], [-1.517, -1.035, 1.245], [-2.805, -0.325, 0.220], [0.472, 2.102, -1.293], [-0.949, 2.440, -0.073], [0.781, 2.316, 0.453], [2.134, -0.353, 1.225], [3.128, -1.275, 0.213], [1.572, -2.047, 0.666], [-1.507, -0.636, -1.726]], "nbo_charge": [-0.41, -0.46, -0.76, -0.46, -0.44, 0.37, 0.19, 0.22, 0.18, 0.20, 0.19, 0.19, 0.22, 0.22, 0.22, 0.34]}

---

B) {"formula": "C3H10N2S", "method": "ωB97M-V/def2-TZVPD", "symbols": ["H", "N", "C", "N", "H", "H", "H", "C", "S", "C", "H", "H", "H", "H", "H", "H"], "xyz": [[0.462, -1.917, 0.115], [-0.392, -2.435, 0.312], [-0.438, -3.500, -0.369], [-1.623, -4.201, -0.520], [0.276, -3.923, -1.084], [-1.553, -5.204, -0.591], [-2.395, -3.910, 0.049], [-0.053, 2.603, 1.436], [1.456, 2.013, 0.591], [1.308, 2.947, -0.938], [-0.728, 1.778, 1.468], [-0.424, 3.453, 0.886], [0.112, 2.902, 2.471], [2.292, 2.904, -1.413], [0.597, 2.493, -1.628], [1.103, 3.997, -0.785]], "nbo_charge": [0.35, -0.70, 0.27, -0.82, 0.14, 0.38, 0.38, -0.73, 0.17, -0.75, 0.22, 0.22, 0.22, 0.23, 0.21, 0.21], "smiles": "[H]/N=C/N.CSC"}

---

B) takes first place; second place is 3.586 eV up.

---

A) {"formula": "C3H10N2S", "method": "ωB97M-V/def2-TZVPD", "symbols": ["C", "N", "H", "H", "H", "H", "C", "C", "S", "N", "H", "H", "H", "H", "H", "H"], "xyz": [[-1.198, -0.084, 2.013], [-0.081, 0.622, 2.416], [-1.367, -1.149, 2.191], [-2.118, 0.495, 2.060], [-0.351, 0.509, 1.224], [0.649, -0.052, 2.656], [0.462, -0.484, -0.661], [0.910, -0.384, -2.111], [1.467, 1.322, -2.369], [-0.410, 0.636, -0.315], [1.374, -0.371, -0.061], [0.020, -1.468, -0.443], [0.096, -0.553, -2.822], [1.666, -1.164, -2.254], [-1.299, 0.695, -0.803], [0.181, 1.428, -0.720]], "nbo_charge": [-0.02, -0.59, 0.22, 0.22, 0.42, 0.37, -0.26, -0.54, -0.51, -0.88, 0.19, 0.18, 0.19, 0.20, 0.39, 0.42]}

---

B) {"formula": "C3H10N2S", "method": "ωB97M-V/def2-TZVPD", "symbols": ["N", "C", "N", "C", "C", "S", "H", "H", "H", "H", "H", "H", "H", "H", "H", "H"], "xyz": [[-1.986, 1.771, -0.345], [-1.181, 0.609, -0.738], [0.174, 0.620, -0.218], [1.065, -0.455, -0.595], [1.637, -1.239, 0.624], [0.235, -1.906, 1.577], [-1.787, 2.244, 0.535], [-2.918, 1.432, -0.185], [-1.105, 0.573, -1.828], [-1.741, -0.257, -0.374], [0.517, 1.569, -0.232], [1.870, -0.013, -1.193], [0.412, -1.167, -1.108], [2.267, -0.629, 1.262], [2.202, -2.051, 0.162], [0.339, -1.102, 2.654]], "nbo_charge": [-0.86, -0.03, -0.67, -0.23, -0.52, -0.06, 0.36, 0.36, 0.14, 0.17, 0.37, 0.19, 0.19, 0.22, 0.21, 0.13], "smiles": "NCNCCS"}

---

B) takes first place; second place is 4.819 eV up.

---

A) {"formula": "C23H27N3O5S2", "method": "ωB97M-V/def2-TZVPD", "symbols": ["C", "O", "C", "C", "C", "C", "C", "N", "C", "O", "C", "N", "C", "O", "C", "S", "C", "C", "C", "C", "S", "O", "O", "N", "C", "C", "C", "C", "C", "C", "C", "C", "C", "H", "H", "H", "H", "H", "H", "H", "H", "H", "H", "H", "H", "H", "H", "H", "H", "H", "H", "H", "H", "H", "H", "H", "H", "H", "H", "H"], "xyz": [[-7.714, -0.621, 0.551], [-7.399, 0.748, 0.644], [-6.153, 1.157, 0.282], [-5.911, 2.530, 0.369], [-4.677, 3.036, 0.019], [-3.661, 2.204, -0.425], [-3.899, 0.840, -0.512], [-2.944, -0.077, -0.969], [-1.662, 0.138, -1.336], [-1.066, 1.193, -1.292], [-0.973, -1.159, -1.806], [-0.387, -1.856, -0.669], [-1.225, -2.631, 0.067], [-2.400, -2.765, -0.224], [-0.623, -3.292, 1.281], [0.923, -4.136, 0.840], [1.732, -2.700, 0.217], [3.111, -2.585, 0.338], [3.761, -1.461, -0.136], [3.013, -0.442, -0.694], [3.831, 1.037, -1.321], [5.210, 0.704, -1.528], [3.052, 1.511, -2.424], [3.782, 2.193, -0.143], [4.703, 2.075, 0.960], [4.078, 1.366, 2.162], [2.784, 2.072, 2.577], [2.136, 1.368, 3.766], [1.834, 2.115, 1.378], [2.507, 2.788, 0.180], [1.643, -0.541, -0.830], [0.981, -1.691, -0.404], [-5.142, 0.315, -0.158], [-7.627, -0.984, -0.478], [-8.750, -0.707, 0.875], [-7.079, -1.226, 1.206], [-6.707, 3.171, 0.711], [-4.499, 4.098, 0.087], [-2.701, 2.604, -0.701], [-3.245, -1.048, -0.942], [-1.701, -1.831, -2.270], [-0.189, -0.916, -2.523], [-1.314, -4.037, 1.671], [-0.403, -2.550, 2.054], [3.659, -3.393, 0.795], [4.833, -1.360, -0.086], [5.572, 1.536, 0.583], [5.015, 3.085, 1.249], [4.789, 1.365, 2.989], [3.856, 0.328, 1.902], [3.028, 3.100, 2.867], [1.218, 1.874, 4.056], [2.810, 1.361, 4.620], [1.896, 0.338, 3.512], [0.927, 2.666, 1.631], [1.544, 1.096, 1.114], [1.887, 2.719, -0.714], [2.679, 3.847, 0.404], [1.110, 0.282, -1.279], [-5.293, -0.751, -0.234]], "nbo_charge": [-0.25, -0.49, 0.33, -0.28, -0.17, -0.30, 0.25, -0.63, 0.67, -0.61, -0.31, -0.42, 0.69, -0.63, -0.62, 0.30, -0.18, -0.21, -0.19, -0.34, 2.34, -0.94, -0.93, -0.68, -0.23, -0.42, -0.22, -0.60, -0.41, -0.23, -0.18, 0.11, -0.37, 0.18, 0.20, 0.18, 0.22, 0.22, 0.25, 0.43, 0.24, 0.24, 0.26, 0.24, 0.23, 0.25, 0.24, 0.20, 0.21, 0.20, 0.19, 0.21, 0.21, 0.20, 0.22, 0.20, 0.24, 0.20, 0.27, 0.22], "smiles": "COc1cccc(NC(=O)CN2C(=O)CSc3ccc(S(=O)(=O)N4CCC(C)CC4)cc32)c1"}

---

B) {"formula": "C23H27N3O5S2", "method": "ωB97M-V/def2-TZVPD", "symbols": ["C", "O", "C", "C", "C", "C", "C", "C", "N", "C", "O", "C", "N", "C", "O", "C", "C", "S", "C", "C", "C", "C", "S", "O", "O", "N", "C", "C", "C", "C", "C", "C", "C", "H", "H", "H", "H", "H", "H", "H", "H", "H", "H", "H", "H", "H", "H", "H", "H", "H", "H", "H", "H", "H", "H", "H", "H", "H", "H", "H"], "xyz": [[3.808, 2.973, 2.016], [2.565, 3.472, 1.584], [2.087, 3.063, 0.374], [0.839, 3.568, 0.007], [0.247, 3.172, -1.174], [0.896, 2.282, -2.016], [2.151, 1.802, -1.676], [2.847, 0.802, -2.565], [2.432, -0.545, -2.216], [1.434, -1.168, -2.872], [0.953, -0.774, -3.909], [0.976, -2.471, -2.216], [0.885, -2.361, -0.769], [1.371, -3.391, -0.011], [1.966, -4.323, -0.504], [1.097, -3.299, 1.480], [2.209, -2.525, 2.167], [2.494, -0.898, 1.369], [0.851, -0.496, 0.811], [0.233, 0.626, 1.341], [-0.972, 1.062, 0.821], [-1.537, 0.370, -0.231], [-3.075, 0.970, -0.956], [-3.148, 0.489, -2.299], [-3.151, 2.376, -0.698], [-4.332, 0.260, -0.123], [-4.444, -1.177, -0.238], [-3.765, -1.758, 1.017], [-3.767, -0.599, 2.031], [-4.432, 0.573, 1.284], [-0.942, -0.756, -0.761], [0.259, -1.222, -0.232], [2.742, 2.182, -0.476], [3.796, 1.880, 2.098], [3.974, 3.408, 3.001], [4.619, 3.278, 1.347], [0.351, 4.261, 0.673], [-0.732, 3.542, -1.434], [0.429, 1.961, -2.934], [3.933, 0.871, -2.462], [2.564, 0.956, -3.608], [2.744, -0.895, -1.322], [0.017, -2.759, -2.657], [1.700, -3.266, -2.427], [1.082, -4.315, 1.878], [0.129, -2.829, 1.667], [3.159, -3.051, 2.087], [1.979, -2.347, 3.219], [0.719, 1.167, 2.137], [-1.456, 1.950, 1.193], [-3.992, -1.491, -1.176], [-5.507, -1.435, -0.255], [-4.310, -2.624, 1.388], [-2.746, -2.071, 0.790], [-2.750, -0.340, 2.324], [-4.325, -0.851, 2.931], [-3.966, 1.539, 1.464], [-5.493, 0.641, 1.542], [-1.406, -1.239, -1.605], [3.711, 1.781, -0.223]], "nbo_charge": [-0.26, -0.51, 0.39, -0.30, -0.18, -0.25, 0.00, -0.25, -0.62, 0.67, -0.61, -0.32, -0.49, 0.70, -0.60, -0.51, -0.49, 0.22, -0.21, -0.22, -0.13, -0.34, 2.33, -0.93, -0.94, -0.65, -0.24, -0.43, -0.43, -0.24, -0.24, 0.23, -0.35, 0.18, 0.20, 0.18, 0.22, 0.23, 0.23, 0.20, 0.24, 0.41, 0.22, 0.27, 0.25, 0.22, 0.24, 0.22, 0.24, 0.24, 0.23, 0.20, 0.22, 0.21, 0.21, 0.22, 0.23, 0.20, 0.25, 0.22], "smiles": "COc1cccc(CNC(=O)CN2C(=O)CCSc3ccc(S(=O)(=O)N4CCCC4)cc32)c1"}

---

A) takes first place; second place is 0.328 eV up.